Record 1
A molecular structure, C27H43AuGe2N3O at a distorted geometry, computed with the ωB97M-V functional and the def2-TZVPD basis.

```
77
C27H43AuGe2N3O, DFT the ωB97M-V functional and the def2-TZVPD basis
Au -0.12815 0.03760 -0.35380
O 1.51701 1.35081 0.99315
C 1.76467 2.67548 0.46342
C 2.56939 2.66164 -0.81781
C 1.95745 1.78039 -1.91979
C 0.58398 2.24515 -2.29905
C 0.38174 3.16008 -3.32140
C -0.89147 3.63279 -3.59109
C -1.96066 3.19032 -2.82110
C -1.71865 2.26065 -1.83889
N -0.47834 1.79108 -1.59498
H 2.37210 0.94102 1.18258
H 2.27815 3.27364 1.21593
H 0.77572 3.09986 0.29781
H 3.58528 2.30633 -0.63134
H 2.63942 3.69744 -1.15660
H 1.89963 0.74085 -1.58363
H 2.61625 1.80861 -2.78594
H 1.22961 3.49336 -3.90495
H -1.04654 4.34200 -4.39386
H -2.96455 3.55638 -2.98335
H -2.51543 1.87926 -1.21968
C -4.59392 -1.60468 -2.28155
C -3.47016 -0.58748 -2.06376
Ge -2.30289 -1.22532 -0.59795
C -1.93937 -3.15506 -0.88760
C -1.24341 -3.88232 0.25906
C -3.22701 -1.06896 1.09812
C -2.88419 -0.46149 2.24568
Ge -1.10058 0.38565 2.40473
C 0.28119 -0.77029 3.20847
C 0.10331 -0.82751 4.73305
C -1.07229 2.34998 2.58507
C -1.87416 2.87463 3.78213
C -3.73394 -0.37759 3.43986
C -3.19657 0.08301 4.64257
C -3.95704 0.17146 5.79378
C -5.29108 -0.20508 5.75640
C -5.84665 -0.67241 4.57057
C -5.08264 -0.74951 3.42152
H -5.28274 -1.20222 -3.02525
H -5.17757 -1.78092 -1.37683
H -4.22919 -2.55531 -2.66560
H -3.87157 0.38145 -1.77124
H -2.86161 -0.45842 -2.95986
H -1.38739 -3.24254 -1.82421
H -2.95116 -3.54308 -1.03862
H -0.25592 -3.47574 0.46665
H -1.11702 -4.93356 -0.00463
H -1.83865 -3.84707 1.17191
H -4.17661 -1.60686 1.04767
H 1.24370 -0.33569 2.94388
H 0.21089 -1.76322 2.76212
H 0.12074 0.16378 5.18830
H 0.94017 -1.39054 5.14780
H -0.81324 -1.33740 5.02053
H -1.46278 2.75822 1.64877
H -0.01966 2.61556 2.66983
H -2.92506 2.59838 3.73686
H -1.81916 3.96391 3.77277
H -1.45819 2.53770 4.73023
H -2.14598 0.36601 4.68412
H -3.51949 0.52966 6.71596
H -5.89930 -0.12778 6.64722
H -6.88375 -0.97793 4.54406
H -5.54292 -1.10291 2.50780
C 3.80106 -3.85887 -0.81510
N 2.47184 -3.60696 -1.40097
C 1.99477 -4.53543 -2.44017
C 1.75435 -2.61390 -1.01430
N 1.09852 -1.72422 -0.64992
H 3.81731 -4.84983 -0.36432
H 4.02953 -3.11506 -0.05714
H 4.55660 -3.82380 -1.59826
H 1.96624 -5.54685 -2.03784
H 2.68092 -4.52070 -3.28546
H 1.00139 -4.25284 -2.77783
```

Computed properties:
E_tot, eV: -151910.294
Charge: +3
Relative energy (zero: lowest compared OMol25 entry of this formula, charge and spin), eV: 1.991
Molecular weight, g/mol: 767.85

Formally, the Löwdin partial charges of the atoms, in units of the elementary charge, are as follows: number 1, Au, carries 0.893; number 2, O, carries -0.192; number 3, C, carries -0.218; number 4, C, carries -0.136; number 5, C, carries -0.131; number 6, C, carries -0.254; number 7, C, carries 0.036; number 8, C, carries 0.022; number 9, C, carries -0.001; number 10, C, carries -0.119; number 11, N, carries -0.013; number 12, H, carries 0.116; number 13, H, carries 0.141; number 14, H, carries 0.108; number 15, H, carries 0.133; number 16, H, carries 0.141; number 17, H, carries 0.069; number 18, H, carries 0.138; number 19, H, carries 0.143; number 20, H, carries 0.140; number 21, H, carries 0.134; number 22, H, carries 0.095; number 23, C, carries -0.134; number 24, C, carries -0.351; number 25, Ge, carries 0.943; number 26, C, carries -0.333; number 27, C, carries -0.157; number 28, C, carries -0.215; number 29, C, carries -0.321; number 30, Ge, carries 1.162; number 31, C, carries -0.316; number 32, C, carries -0.124; number 33, C, carries -0.318; number 34, C, carries -0.126; number 35, C, carries -0.250; number 36, C, carries -0.088; number 37, C, carries -0.032; number 38, C, carries -0.025; number 39, C, carries -0.031; number 40, C, carries -0.011; number 41, H, carries 0.096; number 42, H, carries 0.078; number 43, H, carries 0.075; number 44, H, carries 0.051; number 45, H, carries 0.073; number 46, H, carries 0.059; number 47, H, carries 0.079; number 48, H, carries 0.028; number 49, H, carries 0.088; number 50, H, carries 0.076; number 51, H, carries 0.080; number 52, H, carries 0.051; number 53, H, carries 0.067; number 54, H, carries 0.083; number 55, H, carries 0.100; number 56, H, carries 0.077; number 57, H, carries 0.067; number 58, H, carries 0.059; number 59, H, carries 0.078; number 60, H, carries 0.097; number 61, H, carries 0.079; number 62, H, carries 0.055; number 63, H, carries 0.125; number 64, H, carries 0.126; number 65, H, carries 0.125; number 66, H, carries 0.113; number 67, C, carries 0.020; number 68, N, carries -0.149; number 69, C, carries 0.020; number 70, C, carries -0.225; number 71, N, carries 0.097; number 72, H, carries 0.109; number 73, H, carries 0.100; number 74, H, carries 0.109; number 75, H, carries 0.110; number 76, H, carries 0.110; number 77, H, carries 0.094


Record 2
A molecular structure, C23H21BIrN11O6S at a distorted geometry, computed with the ωB97M-V functional and the def2-TZVPD basis.

```
64
C23H21BIrN11O6S, DFT the ωB97M-V functional and the def2-TZVPD basis
Ir 0.04085 0.31740 -0.26778
C -1.38614 -3.89303 3.44177
C -0.62264 -2.64255 3.60841
N -0.07910 -2.22080 4.69873
N 0.50379 -1.04273 4.41408
C 0.33819 -0.69477 3.12347
S 0.91272 0.67497 2.36733
N -0.39742 -1.72573 2.58691
N -0.79641 -1.78464 1.25906
H -1.41604 -4.40386 4.39907
H -0.91420 -4.55137 2.71207
H -2.40841 -3.68446 3.12475
H 0.98361 -0.51587 5.12804
H -0.42072 -2.61610 0.80513
H -1.81313 -1.77920 1.17829
B 1.04799 -2.21741 -2.82515
N -0.36076 -1.68022 -2.77405
C -1.19937 -1.77657 -3.82393
C -2.40371 -1.20193 -3.48484
C -2.21380 -0.76056 -2.17637
N -0.98214 -1.07060 -1.76421
N 1.91337 -1.93580 -1.61945
C 3.20156 -2.33939 -1.59302
C 3.76729 -1.93436 -0.40715
C 2.73675 -1.26283 0.25279
N 1.62826 -1.28739 -0.48651
H 1.01291 -3.40370 -3.00571
H 1.58575 -1.77212 -3.79742
H -0.88633 -2.22656 -4.74172
H -3.28249 -1.10296 -4.08643
H -2.90750 -0.25987 -1.53203
H 3.62642 -2.88925 -2.40743
H 4.76125 -2.10634 -0.05293
H 2.77066 -0.76936 1.20189
N -6.31642 3.94991 1.65696
C -5.34992 3.38091 1.42876
C -4.15739 2.66515 1.14724
C -3.66063 1.75192 2.07496
C -2.51498 1.03048 1.77673
C -1.85830 1.20685 0.56797
C -2.34408 2.13974 -0.34189
C -3.48491 2.87432 -0.05439
H -4.16108 1.60419 3.02139
H -2.14934 0.34300 2.52662
H -1.86537 2.31148 -1.29775
H -3.85771 3.60159 -0.75931
O 0.47671 1.50480 -2.35413
C 1.26815 2.24415 -1.73524
O 1.58999 1.99230 -0.54905
C 1.75943 3.53294 -2.31807
C 1.58298 4.64534 -1.50407
C 1.92813 5.90034 -1.97389
C 2.48615 6.06571 -3.23112
C 2.67356 4.94196 -4.02055
C 2.29691 3.67339 -3.59073
N 3.27915 5.11890 -5.33907
O 3.41464 4.12300 -6.00738
O 3.59535 6.23806 -5.65346
N 1.68009 7.04875 -1.10994
O 2.06820 8.12058 -1.49520
O 1.09411 6.82973 -0.07617
H 1.17441 4.54226 -0.50957
H 2.77743 7.04149 -3.59149
H 2.44064 2.82336 -4.24098
```

Computed properties:
E_tot, eV: -67202.485
Multiplicity: 2
Charge: +1
Expectation value of S²: 0.79
Relative energy (zero: lowest compared OMol25 entry of this formula, charge and spin), eV: 5.243
Molecular weight, g/mol: 782.59

Formally, the Löwdin partial charges of the atoms, in units of the elementary charge, are as follows: number 1, Ir, carries 1.411; number 2, C, carries 0.015; number 3, C, carries -0.306; number 4, N, carries 0.144; number 5, N, carries 0.058; number 6, C, carries -0.707; number 7, S, carries 0.813; number 8, N, carries -0.070; number 9, N, carries 0.091; number 10, H, carries 0.099; number 11, H, carries 0.096; number 12, H, carries 0.095; number 13, H, carries 0.176; number 14, H, carries 0.121; number 15, H, carries 0.117; number 16, B, carries -0.469; number 17, N, carries -0.060; number 18, C, carries -0.030; number 19, C, carries -0.013; number 20, C, carries -0.138; number 21, N, carries -0.067; number 22, N, carries -0.066; number 23, C, carries -0.047; number 24, C, carries -0.026; number 25, C, carries -0.171; number 26, N, carries -0.093; number 27, H, carries 0.081; number 28, H, carries 0.084; number 29, H, carries 0.139; number 30, H, carries 0.108; number 31, H, carries 0.098; number 32, H, carries 0.135; number 33, H, carries 0.103; number 34, H, carries 0.049; number 35, N, carries 0.187; number 36, C, carries -0.178; number 37, C, carries -0.222; number 38, C, carries -0.011; number 39, C, carries -0.132; number 40, C, carries -0.248; number 41, C, carries -0.131; number 42, C, carries -0.005; number 43, H, carries 0.128; number 44, H, carries 0.073; number 45, H, carries 0.094; number 46, H, carries 0.129; number 47, O, carries 0.015; number 48, C, carries -0.592; number 49, O, carries -0.031; number 50, C, carries -0.089; number 51, C, carries 0.082; number 52, C, carries -0.098; number 53, C, carries 0.113; number 54, C, carries -0.097; number 55, C, carries 0.099; number 56, N, carries -0.358; number 57, O, carries 0.107; number 58, O, carries 0.116; number 59, N, carries -0.358; number 60, O, carries 0.123; number 61, O, carries 0.099; number 62, H, carries 0.137; number 63, H, carries 0.141; number 64, H, carries 0.141


Record 3
C10H10O2S in the gas phase at a distorted geometry, computed with the ωB97M-V functional and the def2-TZVPD basis.

```
23
C10H10O2S, DFT the ωB97M-V functional and the def2-TZVPD basis
C -0.99430 -1.44264 -1.89722
C -2.19519 -1.15868 -1.11993
C 0.26378 -1.67114 -1.48834
C -2.29249 -0.86059 0.24913
C -0.90368 -0.54920 0.95295
C 0.19347 0.38973 0.51566
C 0.03161 1.83550 0.65377
C 1.46960 2.44423 0.74760
C 0.84082 -1.55268 -0.09800
C 1.32884 -0.10516 0.11809
O 3.59619 1.02009 0.97857
O -0.12681 -1.70027 0.90641
S 2.61942 1.26645 -0.06499
H -0.99128 -1.41493 -3.01812
H -3.21404 -1.32110 -1.43407
H 0.95880 -1.97991 -2.24580
H -3.22012 -0.87197 0.83156
H -1.22473 -0.21232 1.99380
H -0.38381 2.18550 -0.24898
H -0.60172 2.09802 1.41420
H 1.54272 3.45608 0.38598
H 1.73543 2.49162 1.80269
H 1.56748 -2.34662 0.06504
```

Computed properties:
E_tot, eV: -25457.502
Relative energy (zero: lowest compared OMol25 entry of this formula, charge and spin), eV: 5.187
Molecular weight, g/mol: 194.26

Formally, the Löwdin partial charges of the atoms, in units of the elementary charge, are as follows: number 1, C, carries -0.088; number 2, C, carries -0.074; number 3, C, carries -0.020; number 4, C, carries 0.039; number 5, C, carries -0.248; number 6, C, carries -0.261; number 7, C, carries -0.152; number 8, C, carries -0.264; number 9, C, carries -0.276; number 10, C, carries -0.148; number 11, O, carries -0.531; number 12, O, carries -0.039; number 13, S, carries 0.963; number 14, H, carries 0.116; number 15, H, carries 0.084; number 16, H, carries 0.106; number 17, H, carries 0.097; number 18, H, carries 0.165; number 19, H, carries 0.112; number 20, H, carries 0.091; number 21, H, carries 0.079; number 22, H, carries 0.095; number 23, H, carries 0.154